# 1
A 3-piece molecular cluster, C17H26N3O6S overall, computed with ωB97M-V/def2-TZVPD.

Results
Max |F| (eV/A): 6.167
Lowest unoccupied orbital energy (eV): 1.726
Electronic energy (eV): -45636.526
HOMO level (eV): -4.870
2S+1: 1
Total charge: -1

```
53
Properties=species:S:1:pos:R:3:forces:R:3:nbo_charge:R:1
O -4.12730 -0.10337 0.36904 3.0 0.5 2.1 -0.683
C -2.98222 0.38463 0.62159 0.2 2.2 -5.3 0.710
O -2.32552 1.16907 -0.33536 -1.7 -3.2 4.9 -0.798
C -2.15990 0.15030 1.97880 1.2 -0.1 3.0 -0.008
C -1.33119 -1.14499 2.30134 -0.1 2.9 2.8 -0.193
C -0.54740 -1.24264 3.66614 -1.2 3.0 -0.5 -0.158
S 0.44777 -2.75822 4.14486 0.0 1.5 -0.7 -0.076
C -0.53547 -0.08347 4.72616 -2.3 0.5 -3.0 -0.215
C -1.37465 1.17707 4.40378 0.2 -3.0 -1.8 -0.156
C -2.16627 1.26018 3.06075 1.5 -1.7 1.3 -0.128
C -2.89625 2.67586 3.14960 -2.1 -1.3 -1.9 0.677
O -3.93873 3.04903 2.56220 4.6 -1.1 2.7 -0.476
N -2.08509 3.45228 4.14410 -0.3 0.1 0.4 -0.728
C -1.59545 2.52651 5.22362 0.5 -1.1 0.7 0.692
O -1.40990 2.79799 6.43070 -0.7 -0.9 -4.8 -0.519
H -1.31796 -2.00810 1.55705 0.1 1.4 1.3 0.248
H 1.76449 -2.28259 4.01989 -1.4 -0.1 -0.1 0.170
H 0.05655 -0.17931 5.70619 -1.1 0.1 -1.8 0.243
H -1.22356 3.60290 3.58789 -0.4 0.4 0.5 0.391
C -4.02239 1.98515 -4.23053 -0.2 0.1 0.1 -0.618
C -3.79630 1.25769 -5.55316 0.2 0.0 0.4 -0.078
C -3.64854 -0.27008 -5.39864 0.2 0.0 -0.2 -0.072
O -2.38632 -0.69063 -4.89417 -0.5 -0.1 -0.2 -0.563
C -2.25950 -0.59786 -3.48063 0.3 0.1 0.1 -0.254
N -2.63135 1.84601 -6.22872 0.0 -0.2 -0.2 -0.830
H -3.10720 2.08793 -3.64461 -0.1 -0.1 0.0 0.225
H -4.39467 2.99717 -4.41471 0.1 -0.1 -0.1 0.207
H -4.76396 1.46554 -3.61755 0.1 0.0 0.0 0.216
H -4.67987 1.43871 -6.17609 0.1 -0.1 -0.1 0.176
H -3.72912 -0.71813 -6.39479 0.1 0.0 0.0 0.167
H -4.46490 -0.69445 -4.80189 0.0 0.1 0.2 0.167
H -3.20010 -0.81029 -2.96587 0.0 0.1 0.0 0.189
H -1.88756 0.38912 -3.20240 -0.2 -0.1 0.3 0.189
H -1.51562 -1.33054 -3.15850 -0.1 0.0 -0.1 0.178
H -2.54454 1.42784 -7.15351 0.0 0.1 0.0 0.340
H -1.79916 1.51839 -5.73649 -0.2 0.1 0.0 0.359
C 4.02685 -0.06602 1.21326 -0.1 0.3 0.0 -0.617
C 4.92590 -0.85532 2.16077 -0.2 -0.1 -0.4 -0.080
C 6.13563 -1.50942 1.46173 0.0 -0.2 0.3 -0.074
O 5.82071 -2.67713 0.70868 0.2 0.4 0.0 -0.551
C 5.29504 -2.41933 -0.58353 -0.1 -0.4 0.1 -0.250
N 4.11175 -1.84988 2.87165 0.3 -0.2 0.1 -0.829
H 3.38554 -0.70958 0.60795 0.1 0.0 0.1 0.210
H 3.36527 0.59365 1.78135 0.0 -0.1 0.0 0.228
H 4.61927 0.55922 0.53888 0.0 -0.1 0.0 0.201
H 5.31924 -0.14607 2.89751 0.1 -0.1 0.0 0.188
H 6.83263 -1.84181 2.23756 -0.1 -0.1 0.0 0.179
H 6.68235 -0.78651 0.84428 -0.1 0.0 -0.1 0.163
H 5.73519 -1.52722 -1.03795 0.0 0.0 0.1 0.169
H 4.20851 -2.32613 -0.53446 0.0 0.2 -0.2 0.173
H 5.52162 -3.27909 -1.21854 0.1 0.0 0.1 0.187
H 4.69161 -2.30514 3.57474 -0.1 0.1 0.0 0.350
H 3.90207 -2.59887 2.21008 -0.1 0.2 0.1 0.361
```
Forces are in eV/Å.

---

# 2
A 9-piece molecular cluster, H18O9 overall, computed with ωB97M-V/def2-TZVPD.

Results
Max |F| (eV/A): 0.461
Lowest unoccupied orbital energy (eV): -0.139
ΔE to the lowest compared entry with this formula, charge and spin (kJ/mol): 222.4
Electronic energy (eV): -18719.830
HOMO level (eV): -10.404
2S+1: 1
SMILES string: O.O.O.O.O.O.O.O.O

```
27
Properties=species:S:1:pos:R:3:forces:R:3:nbo_charge:R:1
O 23.92722 -13.50727 14.47415 0.1 0.2 0.0 -0.950
H 24.70823 -13.86432 14.90698 0.0 -0.1 0.0 0.480
H 24.25540 -12.79259 13.91607 0.0 0.0 0.1 0.477
O 18.82051 -10.19115 10.40624 0.0 -0.2 0.0 -0.964
H 18.88755 -11.12520 10.17965 0.0 -0.1 0.1 0.489
H 17.99465 -10.12037 10.89478 0.0 0.1 0.0 0.486
O 23.07942 -10.15626 13.71510 0.1 0.0 0.2 -0.972
H 23.96158 -9.83858 13.49361 -0.1 0.1 -0.2 0.499
H 22.84740 -9.69796 14.53006 0.1 0.0 0.0 0.485
O 24.47202 -8.52460 10.02859 0.1 0.0 0.2 -0.977
H 23.77227 -9.16268 10.25484 0.0 0.1 -0.2 0.497
H 24.01796 -7.67862 9.99574 0.0 0.0 0.0 0.461
O 20.69880 -8.07399 9.84145 -0.1 -0.1 0.1 -0.958
H 20.25825 -7.31815 10.23906 0.0 0.0 0.0 0.463
H 20.16021 -8.83599 10.11060 0.0 0.3 -0.1 0.485
O 20.73471 -12.22061 7.71947 -0.1 0.0 0.0 -0.931
H 21.30560 -11.72556 7.12338 0.1 0.0 0.0 0.475
H 20.13607 -11.55870 8.07504 0.0 0.1 -0.1 0.456
O 21.89505 -13.58188 12.38883 0.2 -0.1 -0.3 -0.974
H 21.39732 -12.80304 12.65301 -0.2 -0.1 0.1 0.479
H 22.57339 -13.72263 13.05858 -0.2 -0.1 0.2 0.481
O 20.49281 -11.16364 13.06192 0.2 0.3 0.3 -0.973
H 19.90268 -10.40586 13.01000 -0.1 -0.1 -0.2 0.478
H 21.32391 -10.78284 13.39159 -0.1 -0.1 -0.2 0.491
O 22.57850 -10.51150 10.52436 0.1 -0.1 0.2 -0.947
H 22.62324 -10.90288 11.40327 -0.1 -0.1 0.0 0.484
H 21.65642 -10.59542 10.27197 0.0 0.0 0.0 0.479
```
Forces are in eV/Å.

---

# 3
CHF3HgO4P as an isolated structure, computed with ωB97M-V/def2-TZVPD.

Results
Max |F| (eV/A): 2.004
Lowest unoccupied orbital energy (alpha / beta) (eV): 0.148 / -2.079
ΔE to the lowest compared entry with this formula, charge and spin (kJ/mol): 0.0
Electronic energy (eV): -30862.555
HOMO level (alpha / beta) (eV): -8.482 / -9.657
2S+1: 2
<S²>: 0.753

```
11
Properties=species:S:1:pos:R:3:forces:R:3:nbo_charge:R:1
P 1.83934 0.29178 0.23868 1.5 0.6 -0.1 2.677
F 1.69383 1.02493 -1.12917 -0.3 -0.8 1.4 -0.509
F 3.37530 0.50022 0.46234 -1.2 -0.2 -0.1 -0.537
F 1.29789 1.31018 1.28484 0.0 -1.1 -1.1 -0.514
O 1.47841 -1.13176 0.34989 0.6 1.9 -0.1 -1.101
O -2.90418 -0.82529 0.24429 -0.2 0.2 0.8 -0.741
O -1.23414 0.19163 -0.78165 0.6 0.6 0.0 -0.863
O -3.33242 0.93786 -1.02601 -0.6 0.3 0.1 -0.695
C -2.45016 0.10790 -0.44431 0.2 -1.3 -1.2 0.957
H -2.97598 1.24884 -1.86721 0.3 0.2 0.3 0.494
Hg -0.72710 -1.94187 0.24051 -1.2 -0.5 0.0 0.832
```
Forces are in eV/Å.

---

# 4
C41H33BrF4N4OsPS as an isolated structure, computed with ωB97M-V/def2-TZVPD.

Results
Max |F| (eV/A): 4.700
Lowest unoccupied orbital energy (eV): -3.439
ΔE to the lowest compared entry with this formula, charge and spin (kJ/mol): 99.0
Electronic energy (eV): -152510.676
HOMO level (eV): -10.203
2S+1: 1
Total charge: +1

```
86
Properties=species:S:1:pos:R:3:forces:R:3:mulliken_charge:R:1
Os -0.12380 -0.46615 0.55428 -0.5 -4.5 1.1 1.880
N -3.21882 -3.01882 2.58817 0.0 -0.2 0.0 -0.424
C -2.17197 -2.55816 1.89325 0.6 0.6 0.1 0.617
S -1.17423 -1.35873 2.67716 0.1 1.0 -0.5 -0.575
N -1.96065 -3.03376 0.69978 -0.8 -0.8 -0.1 -1.495
N -0.92493 -2.53155 0.02932 0.4 2.1 -0.3 0.843
C -0.62557 -3.02162 -1.13279 -0.3 -0.2 0.3 0.706
C -1.41479 -4.07570 -1.80214 0.0 -0.2 -0.1 -0.294
C -1.81031 -3.86580 -3.12582 0.0 0.1 0.1 -0.026
C -2.58005 -4.80652 -3.78756 0.0 0.0 0.0 -0.957
C -2.94251 -5.98166 -3.14455 0.0 0.1 0.0 -0.445
C -2.54990 -6.19878 -1.83166 0.0 -0.1 0.0 -0.871
C -1.79897 -5.24996 -1.15723 0.1 0.0 0.0 -0.191
C 0.54385 -2.43956 -1.79361 0.4 0.1 -0.2 0.394
C 1.22406 -3.10939 -2.81019 -0.2 -0.1 0.2 -0.937
C 2.34832 -2.54032 -3.37461 0.1 0.2 0.0 -0.832
C 2.77256 -1.30019 -2.91786 -0.1 -0.3 -0.1 -0.855
C 2.05991 -0.70193 -1.89722 0.1 0.1 -0.1 -0.462
N 0.98322 -1.25363 -1.33730 -0.5 1.3 0.1 0.297
H -3.33701 -2.73619 3.54389 -0.1 0.0 0.0 0.217
H -3.76076 -3.78558 2.22545 0.0 0.0 0.0 0.231
H -1.52859 -2.94902 -3.63055 0.0 0.0 0.0 0.422
H -2.89545 -4.61875 -4.80529 0.0 0.0 0.0 0.419
H -3.53889 -6.71991 -3.66376 0.0 0.0 0.0 0.427
H -2.83360 -7.11361 -1.32847 0.0 0.0 0.0 0.425
H -1.49546 -5.42468 -0.13563 0.0 0.0 0.0 0.449
H 0.86856 -4.07983 -3.12360 0.0 0.0 0.0 0.659
H 2.88879 -3.05291 -4.15886 0.0 0.0 0.0 0.468
H 3.63244 -0.80444 -3.34472 0.0 0.0 0.0 0.550
H 2.36630 0.26079 -1.51535 -0.1 0.0 0.0 0.340
F 6.06265 -1.82070 4.42612 0.1 -0.1 0.0 -0.267
C 5.09494 -1.20490 3.77841 -0.1 0.2 -0.1 0.549
C 5.06028 0.18237 3.73233 -0.1 -0.1 -0.1 0.312
F 6.00498 0.89042 4.32508 0.1 0.0 0.1 -0.278
C 4.03678 0.81893 3.05216 -0.1 0.0 -0.1 0.305
F 4.05209 2.14731 3.01030 0.0 0.0 0.0 -0.348
C 3.03684 0.10626 2.39917 -0.5 -0.2 -0.2 -0.392
P 1.62767 0.93772 1.57143 -0.9 1.3 -0.5 0.445
C 1.01340 2.11001 2.83283 -0.1 -0.2 0.0 0.666
C 0.11546 1.59952 3.77032 0.1 0.0 0.0 -0.527
C -0.43534 2.42590 4.73536 0.0 0.0 0.0 -0.865
C -0.10215 3.77167 4.76396 0.0 0.0 0.0 -0.560
C 0.79286 4.28406 3.83671 0.0 0.0 0.0 -0.788
C 1.34987 3.46052 2.87132 0.1 -0.1 0.0 -0.114
C 2.45905 1.97037 0.31990 0.0 -0.1 0.0 0.396
C 3.74272 1.70122 -0.14731 0.0 0.1 0.2 -0.910
C 4.26726 2.43409 -1.20275 0.1 0.0 -0.1 -0.771
C 3.50966 3.42311 -1.81082 0.0 0.0 0.0 -0.717
C 2.22472 3.68928 -1.35473 -0.1 0.0 0.0 -1.001
C 1.69715 2.96171 -0.30095 0.1 0.0 0.1 -0.844
C 3.10737 -1.27839 2.43063 0.2 -0.2 0.1 0.236
Br 1.88077 -2.33713 1.46399 0.1 0.0 0.1 -0.024
C 4.11656 -1.93171 3.11934 -0.1 0.0 -0.1 0.323
F 4.16809 -3.25820 3.14361 0.1 0.0 0.0 -0.301
H -0.15122 0.55269 3.74730 0.0 0.1 0.1 0.183
H -1.13033 2.01755 5.45695 0.0 0.0 0.0 0.468
H -0.53608 4.42194 5.51211 0.0 0.0 0.0 0.415
H 1.06320 5.33136 3.86378 0.0 0.0 0.0 0.445
H 2.05252 3.87465 2.16160 0.0 0.0 0.0 0.447
H 4.33958 0.92113 0.31048 0.0 0.0 0.0 0.500
H 5.27039 2.22804 -1.55348 0.0 0.0 0.0 0.471
H 3.92128 3.99026 -2.63501 0.0 0.0 0.0 0.439
H 1.63093 4.46186 -1.82618 0.0 0.0 0.0 0.412
H 0.69216 3.16089 0.05437 0.0 0.0 0.0 0.956
C -1.75821 0.14277 -2.39410 0.0 0.0 0.1 -1.147
C -2.55652 0.54691 -1.14773 0.1 0.2 -0.3 3.865
C -3.84583 -0.28424 -1.10900 0.1 0.0 0.2 -2.294
C -1.81628 0.37096 0.13632 2.0 -0.4 0.5 -1.094
C -2.81935 2.06279 -1.15436 -0.1 0.0 -0.2 -0.486
C -4.09115 2.60710 -1.01444 0.0 0.0 0.0 -0.335
C -4.28082 3.98075 -1.09115 0.0 0.1 0.0 -0.881
C -3.20477 4.83020 -1.29088 0.0 0.0 0.0 -0.591
C -1.92457 4.30055 -1.37273 0.0 0.0 0.0 -0.756
C -1.73657 2.93065 -1.30180 0.0 0.0 0.0 0.506
H -1.57005 -0.93235 -2.37449 0.0 0.1 0.0 -0.172
H -0.80163 0.66077 -2.44869 0.0 0.0 0.0 0.148
H -2.32761 0.37588 -3.29439 0.0 0.0 0.0 0.642
H -3.59205 -1.34473 -1.15818 0.0 0.0 0.0 0.231
H -4.46603 -0.03203 -1.96927 -0.1 0.0 0.0 0.532
H -4.41671 -0.12638 -0.19280 0.0 0.1 0.0 0.479
H -2.43656 0.66484 0.99095 0.0 0.1 0.0 0.732
H -4.94984 1.97079 -0.84881 0.0 0.0 -0.1 0.405
H -5.27872 4.38795 -0.99251 0.0 0.0 0.0 0.397
H -3.35920 5.89769 -1.37486 0.0 0.0 0.0 0.427
H -1.07143 4.95735 -1.49051 0.0 0.0 0.0 0.323
H -0.73397 2.52432 -1.35741 -0.1 0.0 -0.1 -0.174
```
Forces are in eV/Å.

---

Repeat the third record exactly.
CHF3HgO4P as an isolated structure, computed with ωB97M-V/def2-TZVPD.

Results
Max |F| (eV/A): 2.004
Lowest unoccupied orbital energy (alpha / beta) (eV): 0.148 / -2.079
ΔE to the lowest compared entry with this formula, charge and spin (kJ/mol): 0.0
Electronic energy (eV): -30862.555
HOMO level (alpha / beta) (eV): -8.482 / -9.657
2S+1: 2
<S²>: 0.753

```
11
Properties=species:S:1:pos:R:3:forces:R:3:nbo_charge:R:1
P 1.83934 0.29178 0.23868 1.5 0.6 -0.1 2.677
F 1.69383 1.02493 -1.12917 -0.3 -0.8 1.4 -0.509
F 3.37530 0.50022 0.46234 -1.2 -0.2 -0.1 -0.537
F 1.29789 1.31018 1.28484 0.0 -1.1 -1.1 -0.514
O 1.47841 -1.13176 0.34989 0.6 1.9 -0.1 -1.101
O -2.90418 -0.82529 0.24429 -0.2 0.2 0.8 -0.741
O -1.23414 0.19163 -0.78165 0.6 0.6 0.0 -0.863
O -3.33242 0.93786 -1.02601 -0.6 0.3 0.1 -0.695
C -2.45016 0.10790 -0.44431 0.2 -1.3 -1.2 0.957
H -2.97598 1.24884 -1.86721 0.3 0.2 0.3 0.494
Hg -0.72710 -1.94187 0.24051 -1.2 -0.5 0.0 0.832
```
Forces are in eV/Å.